No. 1
{"formula": "C72H84N24O36", "method": "wB97M-V/def2-TZVPD", "total_energy_ha": -6814.96610, "e_homo_ev": -5.28, "multiplicity": 1, "symbols": ["C", "N", "C", "C", "C", "C", "C", "C", "C", "C", "N", "C", "C", "C", "H", "H", "H", "H", "H", "H", "H", "H", "H", "H", "H", "H", "H", "H", "C", "N", "C", "C", "C", "C", "C", "C", "C", "C", "N", "C", "C", "C", "H", "H", "H", "H", "H", "H", "H", "H", "H", "H", "H", "H", "H", "H", "C", "N", "C", "C", "C", "C", "C", "C", "C", "C", "N", "C", "C", "C", "H", "H", "H", "H", "H", "H", "H", "H", "H", "H", "H", "H", "H", "H", "C", "N", "C", "C", "C", "C", "C", "C", "C", "C", "N", "C", "C", "C", "H", "H", "H", "H", "H", "H", "H", "H", "H", "H", "H", "H", "H", "H", "C", "N", "C", "C", "C", "C", "C", "C", "C", "C", "N", "C", "C", "C", "H", "H", "H", "H", "H", "H", "H", "H", "H", "H", "H", "H", "H", "H", "C", "N", "C", "C", "C", "C", "C", "C", "C", "C", "N", "C", "C", "C", "H", "H", "H", "H", "H", "H", "H", "H", "H", "H", "H", "H", "H", "H", "N", "O", "O", "O", "N", "O", "O", "O", "N", "O", "O", "O", "N", "O", "O", "O", "N", "O", "O", "O", "N", "O", "O", "O", "N", "O", "O", "O", "N", "O", "O", "O", "N", "O", "O", "O", "N", "O", "O", "O", "N", "O", "O", "O", "N", "O", "O", "O"], "coordinates": [[2.639, 4.472, 5.100], [3.215, 3.637, 6.214], [2.924, 4.046, 7.425], [3.395, 3.430, 8.569], [4.131, 2.276, 8.374], [4.382, 1.798, 7.097], [3.936, 2.544, 6.035], [4.750, 1.703, 9.591], [6.102, 1.334, 9.524], [6.688, 0.862, 10.669], [5.996, 0.887, 11.828], [4.714, 1.309, 11.904], [4.010, 1.701, 10.764], [6.650, 0.329, 13.081], [1.693, 4.026, 4.805], [3.359, 4.441, 4.290], [2.419, 5.476, 5.481], [2.215, 4.855, 7.423], [3.204, 3.842, 9.536], [4.917, 0.889, 6.936], [4.158, 2.303, 5.010], [6.620, 1.260, 8.574], [7.655, 0.411, 10.743], [4.304, 1.260, 12.880], [2.983, 2.052, 10.790], [7.729, 0.399, 13.018], [6.350, -0.703, 13.216], [6.320, 0.878, 13.957], [0.804, -3.688, -11.470], [1.588, -2.900, -10.527], [0.998, -1.873, -9.925], [1.561, -1.094, -8.931], [2.901, -1.478, -8.671], [3.555, -2.560, -9.251], [2.861, -3.259, -10.216], [3.671, -0.788, -7.595], [4.115, 0.479, -7.896], [4.725, 1.205, -6.909], [4.837, 0.761, -5.673], [4.281, -0.427, -5.322], [3.695, -1.240, -6.264], [5.472, 1.590, -4.632], [-0.154, -3.192, -11.654], [0.692, -4.662, -10.989], [1.305, -3.815, -12.401], [-0.077, -1.843, -10.002], [1.061, -0.261, -8.410], [4.530, -2.848, -8.910], [3.246, -4.137, -10.728], [4.118, 0.917, -8.876], [5.126, 2.162, -7.181], [4.309, -0.718, -4.293], [3.319, -2.184, -5.881], [5.971, 2.449, -5.097], [6.205, 0.996, -4.097], [4.716, 1.882, -3.925], [2.715, -6.560, -3.806], [1.377, -6.754, -4.458], [0.568, -5.734, -4.791], [-0.622, -5.961, -5.487], [-0.885, -7.293, -5.881], [-0.074, -8.363, -5.483], [1.056, -8.030, -4.769], [-2.072, -7.528, -6.715], [-2.311, -6.722, -7.860], [-3.480, -6.903, -8.573], [-4.335, -7.894, -8.203], [-4.094, -8.690, -7.175], [-2.967, -8.570, -6.395], [-5.592, -8.071, -8.961], [2.529, -6.179, -2.800], [3.202, -5.776, -4.373], [3.192, -7.527, -3.899], [0.971, -4.746, -4.547], [-1.255, -5.143, -5.768], [-0.314, -9.391, -5.713], [1.767, -8.806, -4.493], [-1.592, -5.956, -8.108], [-3.788, -6.357, -9.465], [-4.871, -9.432, -7.019], [-2.760, -9.248, -5.594], [-5.836, -9.127, -8.945], [-5.413, -7.674, -9.956], [-6.349, -7.453, -8.487], [-1.924, -2.925, 9.090], [-2.480, -1.618, 8.847], [-1.861, -0.776, 8.001], [-2.413, 0.426, 7.620], [-3.528, 0.863, 8.284], [-4.069, 0.082, 9.350], [-3.478, -1.147, 9.583], [-4.199, 2.117, 7.875], [-4.505, 2.355, 6.575], [-5.072, 3.620, 6.275], [-5.525, 4.418, 7.220], [-5.251, 4.110, 8.476], [-4.551, 3.034, 8.881], [-6.226, 5.643, 6.809], [-2.705, -3.632, 9.406], [-1.145, -2.873, 9.832], [-1.529, -3.284, 8.133], [-0.913, -1.104, 7.600], [-1.908, 1.027, 6.892], [-4.883, 0.508, 9.948], [-3.885, -1.872, 10.257], [-4.308, 1.655, 5.779], [-5.349, 3.885, 5.276], [-5.593, 4.913, 9.092], [-4.202, 2.880, 9.884], [-5.501, 6.341, 6.416], [-6.674, 6.121, 7.677], [-6.966, 5.377, 6.061], [-1.564, 2.835, 4.450], [-1.330, 2.203, 3.150], [-2.025, 2.591, 2.107], [-1.788, 1.968, 0.883], [-0.788, 1.009, 0.755], [-0.076, 0.607, 1.890], [-0.393, 1.256, 3.069], [-0.501, 0.485, -0.558], [-1.554, 0.379, -1.499], [-1.239, -0.267, -2.718], [-0.008, -0.657, -3.008], [1.014, -0.516, -2.095], [0.787, 0.054, -0.872], [0.287, -1.095, -4.358], [-0.632, 3.013, 4.986], [-2.115, 2.133, 5.078], [-2.117, 3.776, 4.366], [-2.681, 3.424, 2.277], [-2.401, 2.219, 0.024], [0.676, -0.196, 1.814], [0.119, 1.091, 3.995], [-2.587, 0.664, -1.299], [-1.996, -0.364, -3.464], [1.977, -0.925, -2.364], [1.617, 0.211, -0.216], [-0.624, -1.638, -4.660], [1.142, -1.751, -4.324], [0.509, -0.213, -4.943], [3.504, 3.438, -0.592], [2.209, 3.642, -1.294], [2.033, 3.302, -2.579], [0.814, 3.434, -3.186], [-0.294, 3.793, -2.460], [-0.070, 4.043, -1.096], [1.196, 4.040, -0.568], [-1.679, 3.770, -3.035], [-2.015, 2.739, -3.876], [-3.356, 2.676, -4.347], [-4.255, 3.613, -3.927], [-3.924, 4.558, -3.015], [-2.629, 4.731, -2.579], [-5.565, 3.595, -4.514], [4.263, 3.198, -1.329], [3.359, 2.610, 0.077], [3.751, 4.366, -0.088], [2.944, 3.007, -3.069], [0.793, 3.176, -4.251], [-0.889, 4.345, -0.482], [1.389, 4.141, 0.501], [-1.275, 2.032, -4.200], [-3.709, 1.887, -4.995], [-4.700, 5.248, -2.736], [-2.287, 5.524, -1.935], [-5.525, 4.036, -5.508], [-6.324, 4.143, -3.959], [-5.934, 2.592, -4.611], [0.747, 2.109, 8.162], [1.024, 2.147, 9.425], [0.132, 3.060, 7.654], [1.124, 1.132, 7.486], [1.568, -4.521, -7.609], [1.231, -3.419, -7.080], [2.757, -5.007, -7.427], [0.694, -5.211, -8.365], [-4.882, 0.134, -2.202], [-3.998, -0.690, -1.937], [-6.081, -0.169, -2.145], [-4.528, 1.359, -2.492], [-3.692, -1.355, -5.579], [-3.700, -0.093, -5.460], [-2.626, -1.986, -5.464], [-4.741, -1.914, -5.960], [3.179, 2.730, 2.691], [2.187, 3.439, 2.267], [3.081, 1.506, 2.887], [4.288, 3.319, 3.002], [2.983, -3.658, -3.043], [3.646, -4.227, -2.185], [1.779, -4.015, -3.207], [3.447, -2.745, -3.788], [1.440, 1.818, -6.764], [2.069, 1.910, -5.646], [0.287, 1.375, -6.775], [1.994, 2.219, -7.801], [4.733, 0.680, -1.914], [5.800, 1.388, -1.755], [3.665, 1.275, -2.446], [4.631, -0.510, -1.530], [-5.170, 2.733, 3.139], [-6.241, 3.096, 3.700], [-5.036, 2.723, 1.902], [-4.209, 2.321, 3.876], [0.443, -2.770, 1.825], [1.455, -2.095, 2.209], [0.352, -3.964, 2.086], [-0.428, -2.201, 1.089], [-3.897, 6.354, 4.848], [-4.774, 7.233, 4.802], [-3.585, 5.830, 5.951], [-3.384, 5.908, 3.790], [-2.094, -1.673, 5.577], [-3.187, -2.239, 5.451], [-1.913, -0.482, 5.230], [-1.124, -2.278, 6.189]]}



No. 2
{"formula": "H4S2Si", "method": "wB97M-V/def2-TZVPD", "total_energy_ha": -1088.17270, "e_homo_ev": -9.60, "de_lowest_kcal_mol": 70.8, "multiplicity": 1, "symbols": ["Si", "S", "S", "H", "H", "H", "H"], "coordinates": [[1.061, 0.054, 0.084], [-2.495, -0.212, -0.027], [-0.402, 1.436, 0.811], [2.208, 0.576, 0.780], [0.978, -1.194, 0.826], [0.642, -0.368, -1.208], [-1.993, -0.293, -1.266]]}



No. 3
{"formula": "C6H14AlB2F4NO3", "method": "wB97M-V/def2-TZVPD", "total_energy_ha": -1209.50030, "e_homo_ev": -10.50, "multiplicity": 1, "symbols": ["C", "B", "O", "C", "N", "C", "C", "C", "C", "B", "O", "O", "H", "H", "H", "H", "H", "H", "H", "H", "H", "H", "H", "H", "H", "H", "F", "Al", "F", "F", "F"], "coordinates": [[-2.103, -0.421, 0.103], [-1.045, 0.670, 0.343], [-1.333, 1.950, 0.772], [0.509, 0.311, 0.056], [1.147, 1.276, -0.830], [1.847, 2.129, -0.219], [1.887, 1.857, 1.218], [1.252, 0.429, 1.374], [2.191, -0.690, 1.783], [1.528, -2.104, 1.530], [1.896, -2.794, 0.404], [0.580, -2.603, 2.369], [-3.043, -0.137, 0.553], [-2.189, -0.494, -0.977], [-1.773, -1.351, 0.557], [-1.381, 1.985, 1.742], [0.484, -0.641, -0.464], [0.997, 1.216, -1.833], [2.360, 2.918, -0.735], [1.349, 2.590, 1.795], [2.932, 1.903, 1.517], [0.570, 0.548, 2.205], [3.142, -0.628, 1.270], [2.359, -0.604, 2.849], [2.184, -3.701, 0.593], [-0.107, -3.029, 1.828], [-3.029, 1.204, -5.010], [-3.262, -0.118, -3.981], [-4.069, 0.388, -2.570], [-1.732, -0.730, -3.491], [-4.150, -1.327, -4.754]]}



No. 4
{"formula": "C4H7ClS", "method": "wB97M-V/def2-TZVPD", "total_energy_ha": -1014.75433, "e_homo_ev": -8.49, "de_lowest_kcal_mol": 134.6, "multiplicity": 1, "symbols": ["C", "C", "C", "C", "H", "H", "H", "H", "H", "H", "H", "S", "Cl"], "coordinates": [[-0.686, 1.433, -0.906], [-0.864, 0.369, 0.277], [0.227, 0.222, 1.242], [1.529, 0.545, 0.673], [0.727, 1.325, -1.089], [-1.309, 0.684, -2.071], [-1.198, 2.714, -0.512], [0.351, -0.852, 1.755], [-0.009, 0.799, 2.082], [1.234, 1.722, 0.300], [2.461, 0.422, 1.312], [-2.108, -0.681, 0.000], [1.778, -0.666, -0.559]]}



No. 5
{"formula": "C7H11N3", "method": "wB97M-V/def2-TZVPD", "total_energy_ha": -437.55066, "e_homo_ev": -9.51, "smiles": "[H]/N=C(/C(C)C)n1ccnc1", "de_lowest_kcal_mol": 7.6, "multiplicity": 1, "symbols": ["C", "C", "C", "C", "C", "C", "C", "N", "N", "N", "H", "H", "H", "H", "H", "H", "H", "H", "H", "H", "H"], "coordinates": [[-1.107, 1.222, -2.718], [-0.188, 0.384, -2.289], [-1.965, 0.486, -0.937], [0.060, -0.868, -0.169], [0.972, -1.292, 2.291], [0.843, 1.096, 1.273], [0.181, -0.296, 1.369], [-2.196, 1.272, -1.919], [0.830, -1.740, -0.631], [-0.736, -0.129, -1.080], [-1.176, 1.872, -3.681], [0.711, -0.031, -2.690], [-2.730, 0.092, -0.297], [1.819, -0.800, 2.751], [1.266, -2.056, 1.668], [0.316, -1.629, 3.087], [0.486, 1.747, 0.491], [1.852, 0.918, 1.032], [0.776, 1.585, 2.286], [-0.812, -0.141, 1.835], [0.799, -1.691, -1.672]]}